Computed, not measured: a structure of composition C4H12N2 in a non-equilibrium geometry, with ωB97M-V/def2-TZVPD.

```
! wB97M-V def2-TZVPD RIJCOSX def2/J DEFGRID3
* xyz 1 2
C -1.58 0.83 0.94
C -0.39 0.69 -0.02
C 0.29 2.07 -0.33
N 0.67 -0.06 0.56
C 0.34 -1.72 0.11
N 1.25 -2.16 -0.95
H -2.44 1.41 0.61
H -1.22 1.32 1.85
H -1.84 -0.19 1.22
H -0.81 0.38 -0.98
H -0.35 2.65 -0.98
H 1.33 1.93 -0.65
H 0.53 2.60 0.60
H 1.18 -0.75 -0.25
H -0.65 -1.67 -0.32
H 0.54 -2.33 0.99
H 2.24 -2.20 -0.78
H 0.88 -2.80 -1.62
*
```

Results
expectation value of S²: 0.754
E: -268.65030 hartree
gap between HOMO and LUMO (spin up / spin down): 12.2 / 6.9 eV